(1)
Density functional theory data (wB97M-V/def2-TZVPD) for a structure of composition C4H9N.

Summary:
⟨S²⟩ ... 0.756
E_HOMO (spin up / spin down) ... -0.9 / -0.9 eV
Total charge ... -1
Orbital gap (spin up / spin down) ... 5.218 / 4.691 eV
Spin multiplicity ... 2

Element x y z (Å)
1 C 2.51739 -0.18370 0.19109
2 C 1.27581 0.04870 -0.57094
3 C -0.07164 -0.06902 0.24166
4 N -1.24168 0.52407 -0.24691
5 C -2.43111 -0.14690 0.22260
6 H 3.42534 0.25436 -0.21298
7 H 2.85968 -1.23238 0.26859
8 H 0.95122 0.24534 -1.62284
9 H 1.87616 0.92502 0.02897
10 H 0.22482 0.47336 1.17478
11 H -0.18404 -1.12064 0.63215
12 H -2.50379 -1.09491 -0.33859
13 H -3.29220 0.47300 -0.06658
14 H -2.45910 -0.36510 1.32682

Atomic partial charges in e from the Löwdin method, atoms 1 to 4:
1 C -0.18
2 C -0.22
3 C -0.48
4 N -0.27


(2)
Density functional theory data (wB97M-V/def2-TZVPD) for a structure of composition C13H26BrInN3O2PS2.

Summary:
⟨S²⟩ ... 0.753
E_HOMO (spin up / spin down) ... -10.3 / -11.9 eV
Total charge ... +1
Orbital gap (spin up / spin down) ... 8.214 / 7.607 eV
Spin multiplicity ... 2

Element x y z (Å)
1 In 1.83019 -0.59844 -0.92987
2 C -2.92010 0.46216 2.16319
3 C -1.65138 0.22575 2.94088
4 O -0.86484 -0.77826 2.23731
5 P 0.67268 -0.54774 1.98707
6 S 1.35210 -2.18452 1.03107
7 S 1.04635 1.13224 0.95689
8 O 1.23956 -0.45616 3.45590
9 C 2.65121 -0.22102 3.71411
10 C 2.84358 -0.18299 5.20774
11 H -3.55149 1.17552 2.69364
12 H -3.47553 -0.46721 2.04153
13 H -2.68623 0.86771 1.17855
14 H -1.84409 -0.17490 3.93414
15 H -1.06759 1.14245 3.04071
16 H 2.92959 0.72137 3.24093
17 H 3.21614 -1.03283 3.25318
18 H 2.26170 0.62347 5.65199
19 H 3.89664 -0.01269 5.43151
20 H 2.54186 -1.12618 5.66077
21 N 2.05150 -2.67855 -2.21959
22 C 1.28875 -2.93620 -3.46851
23 C -0.11299 -3.48648 -3.20146
24 C -1.24557 -2.48218 -2.96987
25 C -1.15011 -1.56661 -1.75600
26 N -0.19152 -0.44953 -1.97118
27 H 3.04658 -2.73450 -2.41566
28 H 1.86244 -3.42248 -1.55219
29 H 1.83933 -3.65505 -4.07687
30 H 1.23933 -2.00833 -4.04400
31 H -0.06666 -4.19413 -2.36623
32 H -0.39445 -4.08058 -4.07246
33 H -2.17286 -3.05017 -2.87772
34 H -1.36975 -1.86534 -3.86778
35 H -0.85084 -2.12066 -0.86403
36 H -2.13463 -1.14323 -1.55281
37 H -0.56505 0.43803 -1.61634
38 H -0.07886 -0.27978 -2.96730
39 Br 1.46174 2.43379 -2.75362
40 C 0.04622 3.21589 -1.73560
41 C 0.22952 4.49442 -1.23779
42 C -0.81441 5.03786 -0.50886
43 C -1.97076 4.29346 -0.32390
44 C -2.03212 3.02501 -0.86953
45 N -1.02907 2.47999 -1.56558
46 H 1.14725 5.03382 -1.41757
47 H -0.72598 6.03333 -0.09496
48 H -2.80976 4.68825 0.23086
49 H -2.91762 2.41222 -0.75467

Atomic partial charges in e from the Löwdin method, atoms 1 to 4:
1 In 0.41
2 C -0.06
3 C -0.26
4 O -0.32


(3)
Density functional theory data (wB97M-V/def2-TZVPD) for a structure of composition C7H8I2N2.

Summary:
E_HOMO ... -9.0 eV
Total charge ... 0
Orbital gap ... 9.035 eV

Element x y z (Å)
1 C 0.88152 -1.60508 -1.69393
2 C -0.49210 -1.94765 -1.81950
3 C 0.55147 -0.28715 0.10121
4 C -0.83200 -0.57573 -0.11167
5 C 1.57449 1.79526 0.62909
6 C 1.07060 0.56906 1.24710
7 C -2.26336 0.27152 0.86770
8 N 1.33716 -0.82740 -0.77924
9 N -1.33344 -1.34827 -1.01948
10 I -3.74528 -1.23143 0.68893
11 I -2.80732 2.09952 -0.05411
12 H 1.72824 -1.98705 -2.38340
13 H -0.89757 -2.34957 -2.63892
14 H 0.82575 2.12721 -0.10912
15 H 2.68580 1.75218 0.22212
16 H 1.55033 2.52325 1.28335
17 H 0.31342 0.80887 1.94521
18 H 1.76011 -0.02033 1.82044
19 H -1.90784 0.23279 1.80421

Atomic partial charges in e from the Löwdin method, atoms 1 to 4:
1 C -0.12
2 C -0.09
3 C -0.25
4 C -0.23


(4)
Density functional theory data (wB97M-V/def2-TZVPD) for a cluster of 2 separate species, C3H9NO3 in total.

Summary:
E_HOMO ... -9.9 eV
Total charge ... 0
SMILES ... CC(=O)NCO.O
Orbital gap ... 10.565 eV

Element x y z (Å)
1 C -2.44103 -0.69004 0.55754
2 C -1.69553 -0.16325 -0.79256
3 O -2.21978 0.57806 -1.54396
4 N -0.43457 -0.66797 -1.08926
5 C 0.55157 -0.83455 -0.04974
6 O 1.23611 0.37639 0.41395
7 H -2.18242 -1.75398 0.62240
8 H -1.96991 -0.12846 1.40947
9 H -3.43507 -0.39985 0.42861
10 H -0.13052 -0.67651 -2.00808
11 H 0.06255 -1.06164 0.84329
12 H 1.33645 -1.58981 -0.35885
13 H 1.85295 0.97534 0.88581
14 O 3.29036 2.30946 0.41490
15 H 2.38669 2.22906 0.05768
16 H 3.79213 1.49776 0.20879

Atomic partial charges in e from the Löwdin method, atoms 1 to 4:
1 C 0.02
2 C -0.49
3 O 0.10
4 N 0.08


Calculated relative energy (zero: lowest compared OMol25 entry of this formula, charge and spin), 4.826 0.059 1.493 2.808 eV (same order as the records).